This record from OMol25 describes C3H35BeO15 as an isolated structure. The level of theory is ωB97M-V with the def2-TZVPD basis set.

Structure (XYZ):
```
54
Properties=species:S:1:pos:R:3:mulliken_charge:R:1
H -10.48870 -13.12828 13.69050 0.39
O -11.76580 -9.32302 17.34876 -0.68
O -10.33336 -8.57286 15.17508 -0.63
O -6.07306 -10.91041 17.08919 -0.69
O -6.03253 -13.80526 16.81278 -0.72
H -6.72699 -10.40016 20.08754 0.44
O -9.45017 -11.61991 13.37949 -0.69
H -7.30622 -10.05843 16.21557 0.50
H -8.70546 -14.18234 17.37082 0.36
O -10.79147 -11.92898 16.03416 -0.44
H -8.48419 -8.12902 16.97352 0.41
H -6.00637 -10.79739 18.05843 0.42
H -10.49971 -8.79926 14.25622 0.26
H -6.41570 -12.61591 14.96124 0.26
C -9.59959 -12.26161 16.68402 2.27
H -6.08851 -13.93326 17.71202 0.32
H -9.47426 -10.38462 17.71874 -0.30
H -12.78155 -10.24938 14.17348 0.35
H -12.58325 -11.32127 13.12396 0.30
H -6.33949 -16.66068 15.88103 0.29
H -11.73102 -8.61803 17.94862 0.28
H -9.34288 -10.67690 13.21893 0.32
H -7.99243 -8.60618 20.67960 0.26
H -7.77819 -16.29181 15.22393 0.30
H -8.72669 -11.80529 13.96505 0.25
H -11.33965 -14.52742 13.72170 0.38
H -6.20904 -11.71969 19.74775 0.32
H -10.55327 -11.51912 18.53929 0.60
H -7.27936 -13.22279 13.82182 0.30
H -8.74639 -11.66380 18.61710 0.16
H -8.84874 -6.75041 17.62386 0.30
C -9.61074 -13.76793 16.91956 -1.33
H -9.78622 -14.26254 15.90876 0.07
C -9.64539 -11.42923 17.95736 -1.13
H -8.68400 -12.00730 16.12446 -0.65
H -10.98488 -9.00819 15.72479 0.37
O -13.37119 -12.83976 15.86355 -0.29
H -13.98121 -13.24074 15.20129 0.35
H -8.30480 -8.83004 19.24371 0.35
O -11.31549 -13.58596 13.98183 -0.34
H -11.21736 -9.97775 17.72317 0.28
H -10.49986 -14.05517 17.55215 0.30
Be -11.92091 -12.42173 15.02623 0.15
O -12.43443 -11.14712 14.04211 -0.16
O -7.64994 -9.36749 15.60848 -0.71
H -8.57715 -9.31917 15.63073 0.11
O -7.02305 -12.40501 14.28026 -0.68
O -7.14961 -16.16132 15.95675 -0.63
H -13.81775 -12.14663 16.35310 0.37
O -8.76750 -7.69064 17.78734 -0.64
H -6.69844 -14.44162 16.43478 0.33
O -7.82246 -9.18198 19.96844 -0.58
H -6.15510 -11.88955 17.05122 0.28
O -5.87936 -10.88369 20.04690 -0.70
```

Output
Net charge: +1
Energy above the lowest of the compared OMol25 structures with the same formula, charge and spin in kJ/mol: 0.0
E_tot in eV: -34790.857
LUMO energy in eV: -3.784
Gap between HOMO and LUMO in eV: 8.4